49
Properties=species:S:1:pos:R:3:nbo_charge:R:1 method="wB97M-V/def2-TZVPD" spin_multiplicity=4 charge=+1 homo_energy_ev="-11.62 / -12.29"
Mn 1.390 0.735 0.138 1.34
S 1.117 2.780 0.946 0.07
C -0.523 2.676 1.350 0.13
N -1.210 3.820 1.501 -0.12
N -2.491 3.863 1.414 -0.19
C -3.466 2.989 0.757 0.09
C -4.776 2.933 1.210 -0.22
C -5.689 2.266 0.393 -0.18
C -5.283 1.666 -0.788 -0.18
C -3.959 1.726 -1.199 -0.17
C -3.033 2.398 -0.430 -0.23
N -1.190 1.522 1.605 -0.23
N -0.528 0.468 1.439 -0.17
C -1.092 -0.764 1.731 0.12
C -2.440 -0.927 1.891 -0.20
C -2.898 -2.232 2.043 -0.20
C -1.979 -3.287 2.112 -0.13
C -0.611 -3.066 2.069 -0.19
C -0.152 -1.805 1.779 -0.16
H -2.857 4.769 1.609 0.41
H -5.088 3.376 2.138 0.24
H -6.721 2.169 0.704 0.24
H -6.004 1.159 -1.433 0.24
H -3.625 1.263 -2.109 0.23
H -2.029 2.499 -0.800 0.23
H -3.124 -0.093 1.845 0.24
H -3.952 -2.463 2.113 0.23
H -2.363 -4.289 2.259 0.23
H 0.083 -3.912 2.131 0.25
H 0.907 -1.706 1.609 0.27
O 5.303 -1.328 1.451 -0.99
As 3.762 -1.324 0.686 2.42
O 2.900 -2.560 1.328 -1.11
O 2.992 0.268 0.893 -1.01
C 4.081 -1.153 -1.237 -0.40
C 5.404 -1.325 -1.534 -0.13
C 5.877 -1.373 -2.841 -0.18
C 5.019 -1.239 -3.883 -0.18
C 3.657 -1.043 -3.622 -0.14
C 3.194 -1.002 -2.301 -0.37
S 1.516 -0.505 -2.162 2.38
O 1.154 -0.969 -0.761 -0.95
O 0.692 -0.847 -3.282 -0.86
O 1.505 0.979 -1.943 -0.94
H 5.203 -1.799 2.291 0.52
H 6.129 -1.450 -0.721 0.24
H 6.902 -1.598 -3.058 0.24
H 5.345 -1.289 -4.908 0.24
H 2.956 -0.976 -4.424 0.25

***

43
Properties=species:S:1:pos:R:3:nbo_charge:R:1 method="wB97M-V/def2-TZVPD" spin_multiplicity=1 charge=+2 relative_energy_kj_mol=199.6 homo_energy_ev=-13.89
Pt -0.533 0.072 -0.412 0.92
C -3.276 1.156 3.003 -0.71
C -2.355 0.531 2.010 0.34
N -2.048 1.067 0.892 -0.31
N -2.394 2.350 0.576 -0.41
C -1.983 2.820 -0.615 0.33
N -2.268 4.062 -0.946 -0.71
S -1.088 1.856 -1.728 0.18
C -1.707 -0.802 2.230 0.13
C -1.885 -1.540 3.376 -0.18
C -1.366 -2.834 3.450 -0.10
C -0.690 -3.350 2.367 -0.20
C -0.487 -2.534 1.260 0.11
N -0.960 -1.290 1.210 -0.49
H -4.139 1.598 2.500 0.26
H -2.761 1.930 3.579 0.27
H -3.666 0.429 3.707 0.27
H -2.927 2.914 1.224 0.43
H -2.813 4.674 -0.357 0.43
H -1.975 4.424 -1.843 0.45
H -2.426 -1.123 4.212 0.25
H -1.509 -3.427 4.343 0.26
H -0.293 -4.355 2.372 0.27
H 0.071 -2.879 0.400 0.24
Br 1.390 0.867 1.099 0.18
C 2.730 0.272 -0.163 -0.07
C 4.026 0.278 0.231 -0.21
C 5.006 -0.098 -0.716 -0.19
C 4.641 -0.384 -1.997 -0.14
C 3.283 -0.348 -2.408 -0.06
C 2.911 -0.539 -3.763 -0.15
C 1.602 -0.522 -4.131 -0.18
C 0.584 -0.342 -3.162 -0.29
C 0.914 -0.162 -1.853 0.00
C 2.274 -0.086 -1.448 -0.11
H 4.312 0.570 1.232 0.25
H 6.044 -0.128 -0.417 0.25
H 5.390 -0.652 -2.731 0.24
H 3.690 -0.654 -4.505 0.24
H 1.319 -0.655 -5.166 0.25
H -0.447 -0.367 -3.490 0.25
N -2.454 -1.757 -1.984 -0.32
C -1.737 -1.042 -1.437 0.03

***

42
Properties=species:S:1:pos:R:3:nbo_charge:R:1 method="wB97M-V/def2-TZVPD" spin_multiplicity=1 charge=+3 relative_energy_kj_mol=0.0 homo_energy_ev="-17.59 / -17.58"
V 0.024 -0.574 -0.765 1.33
Cl 0.645 6.412 -2.291 0.16
C 0.342 4.746 -2.136 -0.03
C -0.117 4.016 -3.242 -0.11
C -0.379 2.660 -3.148 -0.23
C -0.151 2.033 -1.939 0.35
O -0.430 0.704 -1.783 -0.43
C 0.295 2.742 -0.800 -0.20
C 0.270 2.103 0.475 0.27
N 0.154 0.816 0.614 -0.42
C -0.282 0.156 1.804 0.05
C 0.066 0.495 3.089 -0.12
C -0.531 -0.168 4.176 -0.17
C -1.463 -1.154 3.970 -0.09
C -1.808 -1.550 2.657 -0.11
C -2.788 -2.525 2.364 0.01
C -3.097 -2.840 1.057 -0.25
C -2.393 -2.230 0.030 0.15
N -1.460 -1.297 0.268 -0.51
C -1.188 -0.905 1.571 0.22
C 0.523 4.118 -0.915 -0.13
H -0.276 4.531 -4.181 0.28
H -0.758 2.107 -3.996 0.27
H 0.241 2.726 1.367 0.25
H 0.783 1.285 3.275 0.26
H -0.264 0.125 5.182 0.27
H -1.950 -1.634 4.810 0.27
H -3.303 -3.019 3.180 0.27
H -3.857 -3.570 0.817 0.29
H -2.573 -2.494 -1.006 0.24
H 0.841 4.694 -0.055 0.26
N 3.505 -2.471 0.052 -0.66
C 2.504 -1.944 -0.576 0.73
O 1.613 -1.259 0.065 -0.62
C 2.293 -2.035 -2.053 -0.55
C 0.884 -1.565 -2.288 -0.34
H 3.618 -2.345 1.052 0.45
H 4.209 -3.014 -0.434 0.46
H 2.475 -3.044 -2.437 0.31
H 3.013 -1.380 -2.553 0.30
H 0.098 -2.318 -2.014 0.23
H 0.672 -1.134 -3.262 0.28

***

48
Properties=species:S:1:pos:R:3:nbo_charge:R:1 method="wB97M-V/def2-TZVPD" spin_multiplicity=1 charge=-2 relative_energy_kj_mol=100.2 homo_energy_ev=-1.68
Pd -0.225 -0.569 0.588 0.02
O -5.509 1.294 -2.007 -0.71
C -4.501 1.561 -2.788 0.79
O -4.629 1.872 -3.960 -0.66
C -3.142 1.539 -2.156 -0.28
C -1.968 1.878 -2.792 0.15
Cl -1.690 2.259 -4.434 0.06
N -0.949 1.752 -1.906 -0.22
N -1.409 1.315 -0.711 -0.24
C -2.718 1.194 -0.839 0.06
C -3.556 0.790 0.366 0.77
O -4.815 0.803 0.179 -0.73
O -2.971 0.497 1.403 -0.69
C 0.415 2.150 -2.057 0.22
C 0.724 3.311 -2.755 -0.24
C 2.050 3.687 -2.908 -0.23
C 3.064 2.921 -2.351 -0.21
C 2.741 1.788 -1.618 -0.21
C 1.420 1.396 -1.466 -0.22
H -5.180 1.028 -1.001 0.48
H -0.065 3.922 -3.169 0.22
H 2.286 4.589 -3.459 0.20
H 4.099 3.213 -2.479 0.20
H 3.520 1.189 -1.163 0.22
H 1.161 0.541 -0.842 0.26
C 1.407 -3.436 2.889 -0.63
C 0.791 -2.130 3.363 -0.61
S -0.938 -2.050 2.820 1.29
O -1.604 -3.190 3.531 -1.02
C -1.395 -0.564 3.757 -0.61
C -0.624 0.675 3.331 -0.61
H 2.430 -3.537 3.255 0.21
H 1.434 -3.468 1.800 0.23
H 0.822 -4.282 3.250 0.22
H 1.297 -1.266 2.929 0.23
H 0.779 -2.059 4.455 0.20
H -1.266 -0.825 4.811 0.20
H -2.453 -0.446 3.534 0.26
H 0.344 0.749 3.829 0.19
H -1.207 1.573 3.536 0.22
H -0.461 0.660 2.238 0.22
N 1.213 -1.871 -0.344 -0.50
C 2.103 -2.474 -0.773 0.37
C 3.190 -3.198 -1.292 -0.62
C 3.524 -3.121 -2.661 0.33
N 3.817 -3.060 -3.779 -0.44
C 3.989 -3.978 -0.430 0.33
N 4.652 -4.618 0.272 -0.45

***

Number 1: F_max 2.43 eV/A, E_tot -5586.89473 hartree. Number 2: F_max 1.79 eV/A, E_tot -4098.35244 hartree. Number 3: F_max 0.07 eV/A, E_tot -2451.57574 hartree. Number 4: F_max 1.02 eV/A, E_tot -2369.94192 hartree.